[1]
A molecular structure, C21H49BBe2ClCsFN4O14P2S at a distorted geometry. Source: OMol25; level of theory: wB97M-V/def2-TZVPD.

## Properties
Total charge: +1
Kohn-Sham gap: 0.83 eV

Element x y z (Å)
Be -1.97389 1.01796 3.19187
H 0.62975 -7.87179 2.44645
H -3.16406 -5.55673 -0.34848
H -0.18443 -5.59846 2.22292
H 0.54063 6.46756 -8.11442
H -2.38860 5.93704 1.89380
H 2.20133 -2.29781 4.50622
H 1.34575 -10.61080 -0.87254
H -2.51193 3.38581 2.64464
C -0.96550 4.28222 1.16026
H -1.09624 2.23347 2.15184
H 0.14493 11.25833 -6.88013
H -3.28401 -5.61703 1.42158
N 7.41481 0.85035 2.45708
H -1.58721 -6.61099 2.58580
C 0.26518 7.88004 -6.51111
C 1.30798 -1.68989 4.33725
H 7.53591 0.69816 1.44884
O 1.12769 0.34276 1.82119
H 0.70230 8.21765 -9.86651
C 0.77927 -9.69397 -0.67217
H 0.20142 7.11367 -5.74250
B -2.00074 8.12955 -2.06463
C -0.69916 6.83539 0.54344
H -0.00041 9.50904 -5.12583
H 7.24762 -0.05001 2.92148
Cs -2.85073 7.27122 2.75242
C -2.72684 2.42872 0.46950
O -4.90399 -8.43211 0.87226
C -1.86939 3.03768 1.72864
C -2.80008 -6.06575 0.54804
O 7.92969 -1.10215 5.41982
O -3.41221 8.42242 -2.46541
O -4.00165 -8.92064 3.05008
C 0.23643 10.20968 -7.14975
H -1.58672 7.79639 -4.13007
H -0.23159 8.26967 -3.14967
C 0.43899 9.84656 -8.48088
O -4.85753 -10.70139 1.67450
H -0.25016 -3.43493 1.30385
O -0.07867 -9.51739 -1.80098
H -0.32408 4.00831 0.19355
Cl 0.66139 10.05696 -2.02821
H -4.30193 3.56729 1.35730
O 2.94199 -0.87981 2.54842
Be -1.95050 4.77937 -1.27077
N -1.08153 7.63481 -3.20754
C 0.45845 7.51650 -7.84357
C 0.54785 8.50043 -8.82851
H -3.06413 -7.12290 0.47377
O 5.82941 -1.49923 5.85812
H 6.61274 1.47137 2.61557
P 1.45068 -1.14913 1.71386
H 0.54355 -2.01807 5.05619
H -0.19721 4.59730 2.01744
H 3.79896 -2.68713 2.05221
H -1.42223 -8.50262 0.44593
C 4.01427 -1.61723 1.99321
H 0.51125 10.61330 -9.24819
C -1.85259 5.67098 0.87713
O -6.36963 -9.10745 2.65882
H 1.52208 -8.89200 -0.61034
H 0.75394 -7.36235 0.74909
H 1.52535 -0.63818 4.52106
C 0.05500 -7.62528 1.54724
H -0.18029 7.11440 1.57707
H -0.66432 -8.04299 -3.09284
H -1.16602 -2.82417 -0.08976
C -0.82180 -6.39660 1.82839
H 0.25577 -7.44587 -1.69980
F -0.02730 9.51461 -0.38388
H 8.26315 1.28179 2.84229
C 6.82109 -1.51786 5.11999
N -0.76335 -8.78390 1.16663
P -1.41637 8.41122 -0.26211
C 0.02407 -9.91120 0.65498
H -2.59451 1.25816 0.39313
H 0.59510 -3.03882 -0.22126
H -4.55505 1.91538 1.29133
H 0.10116 6.26646 -0.13497
H -2.32023 2.92291 -0.53797
H 4.92305 -1.40197 2.56008
O 6.51922 -2.02156 4.03186
H -0.67952 -10.73965 0.50975
C -0.22240 -2.75226 0.44967
H 0.73298 -10.23292 1.42619
H -4.02419 7.97146 -1.80996
H -2.62035 5.53669 -0.00141
N -4.20554 2.73430 0.70869
O -1.38986 -5.90102 0.60906
S -5.03318 -9.29036 2.06398
O 0.82479 -1.92734 3.02989
C 0.15254 9.22601 -6.16392
C -0.49371 -8.17458 -2.02023
H 4.16389 -1.32490 0.95104
H -1.44519 -7.99159 -1.51575
O -0.04058 -1.41856 0.87938

Atomic forces in eV per Å
-0.225 -1.123 0.666
-0.033 -0.044 -0.087
0.144 -0.050 0.087
0.026 -0.066 0.054
-0.005 0.140 0.034
3.239 -6.331 -6.449
-0.031 0.254 0.163
-0.140 0.061 0.045
0.990 -0.704 -1.792
0.115 0.719 1.041
-1.149 1.855 -1.130
0.026 -0.152 -0.031
-0.033 -0.120 -0.017
0.042 0.259 -0.177
0.026 -0.093 -0.255
-0.007 0.115 -0.119
0.392 -0.515 0.820
-0.034 0.013 0.258
0.653 -0.632 -1.235
-0.024 0.044 0.155
-0.242 -0.441 -0.243
0.024 0.089 -0.106
-0.536 -1.136 -5.121
0.794 -1.556 -0.291
0.051 0.033 -0.132
-0.033 -0.423 0.290
-3.050 7.508 5.565
-0.130 -0.130 1.270
0.383 -0.568 0.451
1.618 0.592 -1.345
0.074 0.112 -0.206
1.322 0.858 0.145
2.165 -1.947 2.577
-0.478 0.330 -0.301
0.020 -0.172 -0.038
0.935 -0.390 1.468
-0.919 -1.306 -0.341
-0.022 -0.103 0.130
-0.437 0.748 -0.038
-0.067 0.024 -0.138
0.517 0.362 0.503
-1.402 0.361 1.992
2.319 1.820 -4.695
0.261 -1.346 -1.107
0.248 -1.849 -2.691
0.395 -0.429 -2.242
-1.957 3.112 1.588
-0.004 0.199 0.011
-0.023 0.007 0.190
-0.161 0.074 0.119
-1.464 0.384 1.731
0.152 -0.176 0.002
-5.089 6.706 6.414
0.032 0.023 -0.485
-1.464 -0.605 -1.963
0.358 -0.115 -0.039
-0.049 -0.044 0.214
0.713 -0.178 0.127
-0.021 -0.122 0.123
2.182 -1.472 1.025
0.915 -0.370 0.104
-0.153 0.173 0.011
0.151 0.140 -0.014
0.021 -0.005 -0.182
-0.880 0.048 0.241
-0.919 -0.522 -2.223
0.059 -0.104 0.122
0.056 0.068 0.035
0.449 -0.048 -0.335
-0.029 -0.048 0.105
-3.051 -2.869 4.488
-0.161 -0.170 0.016
0.255 -0.130 0.775
0.679 0.345 -0.403
0.145 0.488 2.363
-0.479 -0.114 0.045
-0.194 2.388 0.104
-0.301 -0.196 -0.084
0.373 1.440 -1.001
-1.571 1.349 1.499
-0.966 -1.137 2.000
-0.216 -0.197 0.006
-0.019 -0.576 -3.013
0.172 0.069 -0.060
-0.326 -1.049 -0.322
0.005 0.135 -0.074
0.834 1.134 -1.095
0.579 0.715 1.927
0.819 -0.749 1.164
-0.062 -0.158 0.440
-0.224 -0.189 -0.278
-0.036 -0.692 -1.560
0.011 -0.052 -0.207
-0.185 -0.353 -0.277
0.168 -0.113 -0.134
0.018 0.247 0.058
3.081 -1.363 -0.686



[2]
3 unconnected molecules or ions with the total composition C39H63BINO11P2SSi at a distorted geometry. Source: OMol25; level of theory: wB97M-V/def2-TZVPD.

## Properties
Kohn-Sham gap: 5.81 eV
SMILES: CCC[C@H](C)c1c(CCCCCCCC[Si](C)(C)c2ccccc2)cc(I)c2c1Nc1ccc(B(O)O)c(O)c1S2.COP(=O)(OC)OC.COP(=O)(OC)OC

Element x y z (Å)
H 1.91012 2.85636 9.16022
H -4.04876 3.29435 -9.28640
O -7.22467 -5.57210 -5.17727
H 6.15152 0.86684 0.45508
H 4.18294 -5.65166 3.76135
I -1.50852 -4.41815 0.45918
C 5.34878 -1.99626 3.56576
O -3.07829 6.08793 -6.87322
P -2.43194 4.59054 -6.52211
H 9.33736 -3.87149 2.45408
H -3.75880 0.58866 -3.19330
C -6.23474 -1.00087 -3.31364
C 0.84287 3.04280 9.27511
H -5.19725 2.33611 -0.68101
H 1.15762 -0.35342 0.36242
C -2.68946 3.56662 1.33093
H 1.94726 0.76068 -1.62416
C -1.82438 2.02520 -6.77697
H 0.93046 1.26294 1.16357
H -4.20531 1.60603 0.67675
H 3.42190 -1.30390 0.39064
H 7.97420 -0.79922 -0.06748
C -2.07165 -2.46988 -0.11634
C 4.50037 -4.61476 3.71039
H 2.01657 0.09420 11.40424
H -3.19700 4.08466 -0.68635
H -3.17568 2.26757 -3.36117
H 5.98022 -5.03495 2.24556
H -6.31351 0.07501 -3.44113
C 7.41919 -0.81200 0.87904
O -5.79772 -5.10483 -2.81186
H -6.22670 -5.38013 -1.99430
C -1.44932 -0.15277 -0.46386
H 3.35272 0.94400 1.01780
C -0.42112 0.97352 -0.48936
H 1.33924 -1.36659 10.66222
H 7.27737 -3.19382 -0.85707
C -3.20161 1.54703 -1.26379
H -5.32017 0.33291 -1.31915
S -4.64913 -3.40094 -0.53444
C -4.20526 2.19448 -0.24389
H -2.78174 4.53337 -9.19016
C 0.26705 -1.50341 6.80243
H 6.45696 -4.41599 0.14903
H -3.11037 4.06212 2.21022
H -0.88257 1.82280 0.02243
H -0.11119 -1.74069 0.13960
O -7.74728 -3.53261 -6.36315
O -1.99494 3.10180 -5.86543
H -0.34927 -2.39950 6.75917
C -6.61218 -3.28081 -4.12178
C -3.36534 -2.15877 -0.48172
H -2.78521 1.56908 -7.01548
C -3.74621 -0.86038 -0.83147
H 3.82559 -1.61460 5.06553
H 9.80830 -2.22864 1.88244
C 9.07818 -2.81181 2.45194
H 5.64112 -0.94961 3.53191
C 3.73122 -0.63194 -0.41988
C 5.27074 -0.84807 -0.57896
H 2.55714 -0.39968 9.78888
C 5.98761 -2.93336 2.75215
O 0.64871 0.44080 9.93168
H 5.41828 -1.92932 -0.63831
C -1.12133 -1.45606 -0.12462
H 8.98636 -2.39053 3.45535
H 3.19415 -0.94482 -1.31991
C -3.75770 1.57348 -2.72451
H 5.53468 -0.37789 -1.53397
B -7.20671 -4.18907 -5.26255
H -6.31239 -5.88113 -5.23120
C 0.92333 0.69969 0.22715
C -3.73181 4.20008 -8.77070
H 0.55085 2.92087 10.31722
C 5.52512 -4.25346 2.84840
H 1.29886 -1.77861 6.58949
H -1.75833 4.09743 1.11126
C 6.01606 -0.20901 0.59663
N -5.10369 -0.63863 -1.15971
H -1.32851 2.35274 -7.68996
H -1.20217 1.28515 -6.27504
C 4.31973 -2.34297 4.42963
H -4.48847 4.97090 -8.91368
H 3.07681 -3.96424 5.17031
H -1.60113 7.39672 -7.48073
H 8.26901 -4.31292 0.06082
H -7.18868 -3.61947 -7.14093
C -3.69899 3.60283 0.16019
H -1.66987 7.12827 -5.72266
H 5.37789 -0.31834 1.47952
C -5.96999 -3.74778 -2.96480
O -3.61219 3.88562 -7.38536
P 0.54984 0.62706 8.32721
C 3.44391 0.84621 -0.06744
H -0.23568 1.31239 -1.51471
O 1.87399 0.73165 7.64400
C -5.48860 -2.85930 -2.01570
H 4.19010 1.52430 -0.48581
H 1.96758 2.33968 -0.81039
C -2.77446 0.14936 -0.83853
H -4.77813 1.97488 -2.74157
H 7.91500 -0.14220 1.59332
C -5.60551 -1.47913 -2.16382
H -2.40320 2.55146 1.62355
Si 7.41051 -2.57454 1.57112
H -0.08655 -0.79075 6.06131
C -6.73023 -1.88770 -4.24792
H -4.54587 4.23940 0.42850
H 0.62309 4.06319 8.96637
C 7.32515 -3.75949 0.07593
C 1.70235 -0.35809 10.46455
H -2.36043 2.23501 -1.28484
H -2.91761 8.10074 -6.52594
C -2.26060 7.23867 -6.62925
O 0.18608 -0.96791 8.13207
C 2.07098 1.26186 -0.65539
H -7.24531 -1.52901 -5.13235
O -1.16153 4.74592 -7.32229
C 3.87720 -3.65846 4.50604
O 0.07271 2.18449 8.43918

Atomic forces in eV per Å
-0.043 -0.111 -0.082
-0.008 -0.049 0.118
0.325 0.458 -0.948
-0.223 -0.078 -0.165
0.018 0.084 -0.026
-0.084 0.441 -0.136
0.081 0.451 0.069
-0.450 -0.361 3.062
2.140 -2.689 -7.563
0.188 0.126 0.266
0.041 0.094 -0.024
0.080 0.391 0.341
0.195 0.278 0.491
-0.054 -0.453 0.164
-0.236 0.065 0.329
0.035 0.241 0.158
0.154 0.354 -0.098
-0.379 -0.386 -0.372
0.047 -0.513 0.222
-0.565 -0.127 -0.171
-0.201 0.194 -0.040
0.218 -0.054 0.240
0.093 0.276 -0.180
-0.152 -0.062 0.087
-0.073 0.053 -0.019
-0.314 -0.073 -0.103
-0.136 -0.495 0.258
-0.018 0.080 0.026
-0.119 -0.112 -0.134
-0.914 0.222 0.245
-0.065 0.213 0.169
0.204 -0.126 0.046
-0.302 0.375 -0.385
0.483 0.293 -0.066
-0.002 -0.418 0.852
0.024 -0.021 -0.033
-0.095 -0.055 0.082
-0.592 0.134 -0.188
0.006 -0.024 -0.054
-0.011 -0.066 -0.122
1.084 0.840 -0.080
0.041 0.023 0.127
0.054 -0.315 -0.223
0.203 -0.154 -0.191
0.048 -0.188 0.003
0.092 0.005 -0.140
-0.050 0.198 0.009
0.229 0.047 0.232
-1.077 1.891 2.954
-0.088 0.089 0.133
-0.001 0.226 0.175
-1.053 -0.733 -0.178
0.021 0.027 -0.029
0.897 -0.062 0.439
0.218 0.181 -0.166
0.132 -0.208 0.135
-0.854 0.276 -0.469
0.082 -0.111 0.019
1.201 0.197 0.511
-1.273 0.343 -0.096
-0.073 0.038 -0.078
-0.286 -0.290 -0.049
-0.131 0.344 -0.165
0.343 0.134 -0.058
0.291 -0.408 0.262
0.254 -0.222 0.036
0.111 0.086 -0.009
0.171 0.604 -0.087
0.387 -0.232 0.095
-0.038 0.149 0.387
-0.132 -0.392 0.626
0.256 1.162 -1.289
-0.319 0.286 -0.143
0.024 -0.078 -0.038
0.130 -0.067 -0.008
0.032 0.179 0.004
-0.118 -0.031 -0.102
0.456 -0.370 0.129
0.333 -0.011 -0.239
0.004 0.124 0.068
0.023 0.154 0.169
-0.472 -0.273 0.305
0.031 0.027 -0.041
0.030 0.175 0.003
0.078 -0.165 0.050
-0.267 -0.289 -0.070
-0.340 -0.226 -0.191
0.231 -0.109 0.154
0.075 0.049 -0.055
0.145 0.020 -0.002
-0.221 -0.077 -0.486
-0.207 -0.107 0.565
5.621 -0.013 2.855
-1.504 -0.150 -0.774
-0.066 -0.222 0.009
-0.961 -0.066 -0.525
0.725 0.150 0.937
0.218 -0.195 0.257
0.028 -0.052 0.127
-0.264 0.213 -0.148
0.039 -0.185 -0.045
0.174 -0.129 -0.162
-0.669 -0.414 -0.619
-0.150 0.042 -0.071
0.504 0.097 -0.587
0.065 -0.044 -0.074
-0.080 -0.208 -0.248
0.068 -0.044 0.002
-0.086 -0.094 -0.154
0.225 0.417 0.522
-0.039 -0.329 0.136
0.206 -0.394 0.157
-0.097 -0.112 0.067
0.008 0.348 -0.117
-2.172 1.705 -0.828
-0.081 -0.872 0.527
0.104 0.138 0.096
0.099 0.938 1.187
0.413 -0.199 -0.315
-2.337 -1.633 -1.433



| no. | E (eV) | highest occupied orbital energy (hartree) |
| --- | --- | --- |
| 1 | -103841.9404 | -0.29258 |
| 2 | -111547.2278 | -0.29128 |